(1)
Molecular formula: C15H37BrNO8P3
Method: DFT, the ωB97M-V functional and the def2-TZVPD basis

Last column: Löwdin charge in e.
Geometry (Å):
1 C -2.04 -3.84 -1.28  -0.0672
2 C -1.76 -2.44 -1.96  -0.5432
3 N -2.63 -1.98 -2.80  0.0789
4 C -0.45 -1.60 -1.70  -0.4267
5 P -0.76 -0.46 -0.22  0.5048
6 Br -3.01 -0.39 0.14  0.2257
7 H -1.21 -4.54 -1.60  0.0779
8 H -2.08 -3.78 -0.15  0.0741
9 H -3.05 -4.25 -1.59  0.0774
10 H -3.43 -2.60 -2.89  0.0429
11 H -0.26 -1.05 -2.66  0.0793
12 H 0.39 -2.33 -1.54  0.0751
13 H -0.16 -1.17 0.89  -0.1011
14 O -2.28 3.57 4.35  -0.2222
15 P -3.67 3.24 4.89  0.7276
16 O -4.47 3.20 3.44  -0.2326
17 C -4.26 2.07 2.59  -0.3168
18 C -5.05 0.86 3.07  -0.0930
19 O -4.02 4.79 5.37  -0.2632
20 C -2.99 5.65 5.86  -0.2937
21 C -2.63 6.67 4.80  -0.0755
22 O -5.08 2.71 5.69  -0.2545
23 C -6.19 3.54 6.03  -0.2846
24 C -6.95 4.09 4.84  -0.0764
25 H -3.19 1.84 2.53  0.0893
26 H -4.59 2.35 1.59  0.1151
27 H -4.68 0.52 4.03  0.0726
28 H -4.97 0.04 2.35  0.0304
29 H -6.10 1.12 3.19  0.0752
30 H -2.12 5.09 6.19  0.1040
31 H -3.39 6.16 6.74  0.1152
32 H -2.34 6.19 3.87  0.0743
33 H -1.81 7.31 5.14  0.0761
34 H -3.49 7.30 4.58  0.0763
35 H -5.89 4.33 6.72  0.1108
36 H -6.87 2.89 6.60  0.1189
37 H -6.36 4.83 4.30  0.0702
38 H -7.87 4.58 5.18  0.0814
39 H -7.21 3.30 4.14  0.0726
40 O 3.27 -2.15 -2.99  -0.2325
41 P 4.26 -2.81 -3.95  0.7284
42 O 5.39 -3.28 -2.82  -0.2322
43 C 5.07 -4.39 -1.99  -0.2934
44 C 5.26 -5.70 -2.73  -0.0819
45 O 4.95 -1.38 -4.45  -0.2612
46 C 4.17 -0.19 -4.57  -0.2900
47 C 4.48 0.73 -3.40  -0.0740
48 O 5.13 -3.62 -5.17  -0.2532
49 C 6.31 -3.13 -5.81  -0.2815
50 C 7.51 -2.99 -4.90  -0.0756
51 H 4.05 -4.30 -1.61  0.1050
52 H 5.75 -4.36 -1.14  0.1198
53 H 4.53 -5.80 -3.55  0.0702
54 H 5.12 -6.55 -2.06  0.0778
55 H 6.25 -5.76 -3.18  0.0745
56 H 3.11 -0.41 -4.63  0.1031
57 H 4.45 0.30 -5.50  0.1165
58 H 4.33 0.24 -2.44  0.0731
59 H 3.86 1.63 -3.44  0.0777
60 H 5.53 1.04 -3.43  0.0770
61 H 6.10 -2.20 -6.34  0.1118
62 H 6.55 -3.86 -6.58  0.1199
63 H 7.38 -2.19 -4.17  0.0703
64 H 8.40 -2.76 -5.48  0.0825
65 H 7.68 -3.91 -4.34  0.0725

**Frontier orbital gap**: 7.2 eV
**Total energy**: -4848.40973 a.u.
**Structure (SMILES)**: CCOP(=O)(OCC)OCC.CCOP(=O)(OCC)OCC.[H]/N=C(\C)CPBr

=====

(2)
Molecular formula: C4H9NO
Method: DFT, the ωB97M-V functional and the def2-TZVPD basis

Last column: Löwdin charge in e.
Geometry (Å):
1 C 1.15 0.89 0.05  -0.0265
2 C 0.31 0.54 1.75  -0.1080
3 O -0.06 -0.81 1.73  -0.0766
4 C -0.51 -1.12 0.52  -0.2739
5 N -0.72 -0.19 -0.30  -0.1023
6 C -0.96 -0.47 -1.68  -0.1284
7 H 2.09 0.40 0.23  0.0380
8 H 1.01 0.73 -1.07  0.0527
9 H 1.15 1.97 0.12  0.0366
10 H 0.79 0.66 2.76  0.1135
11 H -0.56 1.19 1.69  0.0857
12 H -0.58 -2.19 0.33  0.1449
13 H -0.47 -1.39 -2.04  0.0848
14 H -0.62 0.36 -2.31  0.0772
15 H -2.04 -0.55 -1.78  0.0825

**Frontier orbital gap**: 9.6 eV
**Total energy**: -287.66113 a.u.
**Energy above the lowest of the compared OMol25 structures with the same formula, charge and spin**: 4.662 eV

=====

(3)
Molecular formula: C6H16FO2
Method: DFT, the ωB97M-V functional and the def2-TZVPD basis

Last column: Löwdin charge in e.
Geometry (Å):
1 F -0.14 0.48 2.79  -0.6404
2 C 0.59 -2.35 0.66  -0.0718
3 C -0.69 -1.81 0.01  -0.5298
4 C -1.49 -2.97 -0.54  -0.0810
5 O -1.45 -1.19 1.01  -0.0669
6 H 1.11 -3.06 0.01  0.0655
7 H 0.36 -2.92 1.56  0.0792
8 H 1.27 -1.55 0.97  0.0557
9 H -0.32 -1.14 -0.78  0.1176
10 H -2.44 -2.62 -0.96  0.0713
11 H -1.74 -3.69 0.24  0.0781
12 H -1.01 -3.38 -1.43  0.0698
13 H -0.95 -0.46 1.44  0.0356
14 C 0.13 3.19 -1.33  -0.0763
15 C 0.17 2.05 -0.32  -0.5423
16 C 1.55 1.43 -0.12  -0.0639
17 O -0.35 2.53 0.89  -0.0649
18 H -0.90 3.53 -1.50  0.0691
19 H 0.55 2.87 -2.28  0.0680
20 H 0.68 4.05 -0.95  0.0736
21 H -0.44 1.25 -0.77  0.1188
22 H 1.48 0.64 0.63  0.0519
23 H 2.23 2.20 0.26  0.0802
24 H 1.95 1.05 -1.06  0.0725
25 H -0.13 1.85 1.56  0.0305

**Frontier orbital gap**: 9.0 eV
**Total energy**: -488.60522 a.u.
**Charge**: -1
**Energy above the lowest of the compared OMol25 structures with the same formula, charge and spin**: 0.206 eV

=====

(4)
Molecular formula: C10H20N2O2
Method: DFT, the ωB97M-V functional and the def2-TZVPD basis

Last column: Löwdin charge in e.
Geometry (Å):
1 C -1.62 -3.14 1.04  -0.1097
2 C -0.62 -2.83 -0.07  -0.2521
3 C -0.99 -1.56 -0.84  -0.1705
4 H -2.06 -1.59 -1.07  0.1141
5 H -0.45 -1.54 -1.79  0.1139
6 C -0.66 -0.27 -0.08  -0.2483
7 C 0.73 0.21 -0.47  -0.4705
8 O 1.11 0.25 -1.63  0.0473
9 N 1.50 0.64 0.55  0.0906
10 H 1.20 0.51 1.50  0.1467
11 C 2.79 1.27 0.34  -0.0803
12 H 3.03 1.88 1.21  0.1277
13 H 2.72 1.90 -0.55  0.1303
14 C 3.91 0.24 0.12  -0.5436
15 O 4.81 0.06 0.92  0.0481
16 N 3.79 -0.41 -1.04  0.1788
17 H 4.45 -1.14 -1.28  0.1151
18 H 2.97 -0.25 -1.62  0.0737
19 C -1.66 0.84 -0.41  -0.1709
20 C -1.41 2.13 0.37  -0.2645
21 C -2.53 3.14 0.14  -0.1106
22 H -2.60 3.39 -0.91  0.0743
23 H -2.33 4.06 0.70  0.0686
24 H -3.48 2.74 0.47  0.0714
25 H -1.36 1.90 1.44  0.1107
26 H -0.46 2.56 0.07  0.1059
27 H -2.67 0.47 -0.19  0.1212
28 H -1.61 1.05 -1.48  0.1304
29 H -0.69 -0.46 1.00  0.1306
30 H 0.38 -2.72 0.35  0.1096
31 H -0.60 -3.67 -0.76  0.1060
32 H -1.33 -4.04 1.57  0.0694
33 H -1.67 -2.32 1.76  0.0634
34 H -2.61 -3.29 0.62  0.0728

**Frontier orbital gap**: 10.2 eV
**Total energy**: -653.08382 a.u.
**Energy above the lowest of the compared OMol25 structures with the same formula, charge and spin**: 0.070 eV
**Structure (SMILES)**: CCCC(CCC)C(=O)NCC(N)=O

=====

(5)
Molecular formula: C19H19F2N4O4PdS3
Method: DFT, the ωB97M-V functional and the def2-TZVPD basis

Last column: Löwdin charge in e.
Geometry (Å):
1 Pd 0.23 0.01 0.46  0.7979
2 F 0.53 0.82 -4.79  0.0885
3 C 0.57 -0.07 -3.79  -0.2696
4 C 0.33 0.36 -2.50  -0.0362
5 C 0.36 -0.56 -1.48  -0.1290
6 C 0.60 -1.92 -1.72  -0.1073
7 C 0.86 -2.28 -3.04  -0.2122
8 F 1.16 -3.56 -3.32  0.0892
9 C 0.85 -1.39 -4.09  0.0820
10 C 0.50 -2.90 -0.61  -0.2294
11 C 0.06 -4.21 -0.74  0.0166
12 C -0.10 -4.97 0.41  -0.0313
13 C 0.20 -4.42 1.64  -0.0422
14 C 0.66 -3.11 1.68  -0.1179
15 N 0.82 -2.39 0.57  0.0224
16 H 0.12 1.41 -2.33  0.0778
17 H 1.04 -1.71 -5.10  0.1420
18 H -0.18 -4.62 -1.71  0.1196
19 H -0.46 -5.99 0.33  0.1176
20 H 0.07 -4.98 2.56  0.1111
21 H 0.91 -2.63 2.61  0.1168
22 C 5.50 -1.02 0.27  -0.0034
23 C 4.39 -0.08 0.57  -0.2757
24 C 4.34 1.30 0.66  0.0288
25 C 3.01 1.62 0.93  -0.3296
26 N 2.28 0.51 1.02  -0.0160
27 N 3.14 -0.50 0.79  0.0472
28 C 2.40 2.97 1.12  -0.0269
29 H 6.46 -0.56 0.48  0.0869
30 H 5.49 -1.31 -0.78  0.0907
31 H 5.42 -1.93 0.86  0.0864
32 H 5.17 1.98 0.55  0.1198
33 H 2.78 -1.45 0.80  0.1317
34 H 3.18 3.73 1.21  0.0852
35 H 1.79 2.98 2.03  0.0703
36 H 1.76 3.23 0.28  0.0663
37 S -1.22 2.35 -0.12  0.9897
38 C -1.37 3.51 1.18  -0.8530
39 N -1.08 3.24 2.41  0.0137
40 C -1.55 4.23 3.38  -0.1615
41 C -1.62 5.55 2.61  -0.3625
42 S -2.00 5.06 0.90  1.0802
43 H -1.10 2.22 2.65  0.1212
44 H -0.86 4.30 4.21  0.1361
45 H -2.53 3.93 3.77  0.1423
46 H -0.67 6.08 2.61  0.0917
47 H -2.40 6.21 2.98  0.0952
48 O -3.52 -0.02 2.01  -0.2052
49 S -2.27 0.09 1.35  0.4229
50 O -1.13 0.52 2.21  -0.4189
51 O -1.83 -1.02 0.51  -0.2852
52 O -2.47 1.35 0.28  -0.5748

**Frontier orbital gap (alpha / beta)**: 6.2 / 6.2 eV
**Total energy**: -2777.31926 a.u.
**Charge**: +1
**Energy above the lowest of the compared OMol25 structures with the same formula, charge and spin**: 1.669 eV

=====

(6)
Molecular formula: C10H12BBrF3NO6S
Method: DFT, the ωB97M-V functional and the def2-TZVPD basis

Last column: Löwdin charge in e.
Geometry (Å):
1 F -3.15 -2.12 4.34  0.0722
2 C -3.35 -1.58 3.05  -0.4161
3 F -4.12 -2.41 2.20  0.0543
4 F -2.04 -1.55 2.46  0.0088
5 B -3.86 -0.03 3.12  -0.6555
6 Br -2.45 1.33 3.56  0.7961
7 N -5.25 0.45 2.87  0.1163
8 C -6.13 -0.37 3.37  -0.6133
9 S -7.33 -1.53 3.40  0.7091
10 C 0.62 2.02 -0.80  -0.0154
11 C 0.67 3.07 0.29  -0.3222
12 C 2.04 3.29 0.87  -0.1000
13 O 1.74 3.76 2.18  0.0682
14 C 0.54 3.23 2.52  -0.5531
15 O 0.07 3.26 3.63  0.1012
16 O -0.07 2.66 1.44  0.0516
17 H -0.02 2.36 -1.62  0.0861
18 H 1.61 1.84 -1.23  0.0596
19 H 0.21 1.07 -0.44  0.0960
20 H 0.24 4.01 -0.06  0.1579
21 H 2.61 4.03 0.31  0.1437
22 H 2.63 2.37 0.96  0.1431
23 C 2.17 -3.84 -3.25  -0.0127
24 C 1.76 -2.60 -2.48  -0.3308
25 C 1.15 -1.52 -3.33  -0.1034
26 O 1.44 -0.35 -2.58  0.0454
27 C 2.57 -0.61 -1.87  -0.5333
28 O 3.21 0.21 -1.28  0.1464
29 O 2.89 -1.94 -1.91  0.0908
30 H 1.89 -4.74 -2.69  0.0827
31 H 1.67 -3.91 -4.22  0.0848
32 H 3.25 -3.88 -3.41  0.0939
33 H 1.09 -2.88 -1.65  0.1604
34 H 0.07 -1.65 -3.45  0.1445
35 H 1.62 -1.43 -4.31  0.1428

**Frontier orbital gap**: 8.9 eV
**Total energy**: -4191.14425 a.u.
**Structure (SMILES)**: FC(F)(F)B(Br)N=C=S.C[C@@H]1COC(=O)O1.C[C@@H]1COC(=O)O1

=====

Question: What is the formula in the fourth record?
Answer: C10H20N2O2